DFT (ωB97M-V with the def2-TZVPD basis set) results for a 2-piece molecular cluster, C14H16O overall at a distorted geometry.

Each line ends with the natural charge from an NBO analysis.
Atoms and positions in Å:
1 C -0.711879 3.573339 2.085574  -0.65
2 C -1.028656 -0.199500 1.900562  -0.20
3 C -1.047407 1.136385 1.516293  -0.25
4 C -0.349810 -0.582428 3.050152  -0.23
5 C -0.469836 2.104000 2.330171  0.08
6 C 0.285759 0.373747 3.833779  -0.20
7 C 0.163254 1.716652 3.516076  -0.25
8 H -1.509673 -0.962884 1.310356  0.22
9 H -1.399899 1.406320 0.521743  0.22
10 H -0.331341 -1.624829 3.344000  0.21
11 H 0.905304 0.057662 4.649327  0.21
12 H -0.683564 3.802391 1.019291  0.21
13 H 0.121625 4.152644 2.496643  0.21
14 H 0.650257 2.436015 4.143824  0.21
15 H -1.641144 3.931539 2.518537  0.22
16 C 1.041061 1.733471 -2.239272  -0.63
17 C 0.801360 -0.502217 -1.054170  -0.18
18 C 0.736288 0.272045 -2.194481  -0.06
19 C 0.503392 -1.863674 -1.078441  -0.29
20 C 0.052162 -2.451091 -2.242061  0.30
21 C 0.343866 -0.366676 -3.390538  -0.18
22 C -0.001934 -1.700288 -3.419821  -0.26
23 O -0.270446 -3.780268 -2.331501  -0.68
24 H 1.061985 -0.061556 -0.095827  0.22
25 H 0.562974 -2.467692 -0.179092  0.21
26 H 1.952011 1.955479 -2.794524  0.22
27 H 1.193567 2.181986 -1.260549  0.22
28 H 0.393679 0.291735 -4.246786  0.21
29 H 0.241269 -4.289548 -1.690934  0.48
30 H -0.408796 -2.105290 -4.336826  0.22
31 H 0.248017 2.336265 -2.691549  0.22

Forces on atoms 1 to 6 (eV/Å):
1.2 0.1 -0.5
0.2 0.0 0.2
0.4 -0.2 -0.3
-0.2 0.0 0.1
-0.8 0.4 0.8
-0.2 -0.1 -0.5

Output
E_LUMO (eV): 0.84
E_HOMO (eV): -8.424
Frontier orbital gap (eV): 9.26
Max |F| (eV Å⁻¹): 1.32
Molecular weight (g mol⁻¹): 200.3
Energy (eV): -16824.917
Total charge: 0
Structure (SMILES): Cc1ccc(O)cc1.Cc1ccccc1
ΔE to the lowest compared entry with this formula, charge and spin (kcal per mole): 7.3